Run i
Density functional theory data (the ωB97M-V functional and the def2-TZVPD basis) for C14H17CuF6N4O5S2 as an isolated structure.

Positions of all 49 atoms, in Å:
Cu (0.72564, 0.87404, 0.49115)
C (-4.63233, -3.73238, 1.00893)
C (-3.90585, -2.42229, 1.13906)
C (-4.06490, -1.62133, 2.26397)
C (-3.36771, -0.42944, 2.39159)
C (-2.49629, -0.03381, 1.38866)
C (-2.32705, -0.81792, 0.25697)
C (-3.03622, -1.99911, 0.13674)
S (-1.56846, 1.47046, 1.58805)
O (-1.15674, 1.87410, 0.22352)
O (-2.43341, 2.36953, 2.30369)
N (-0.16605, 1.15708, 2.24602)
C (-0.02113, 0.00946, 3.13678)
C (0.27188, -1.30761, 2.36777)
O (0.27402, -2.35050, 3.02839)
O (0.51107, -1.18438, 1.11729)
H (-5.35231, -3.86646, 1.81670)
H (-3.92839, -4.56671, 1.04376)
H (-5.16913, -3.79513, 0.06017)
H (-4.73826, -1.93519, 3.05376)
H (-3.50558, 0.20144, 3.26057)
H (-1.62955, -0.51308, -0.51116)
H (-2.89477, -2.61753, -0.74283)
H (-0.88335, -0.13181, 3.79211)
H (0.83506, 0.20062, 3.78700)
N (2.72428, -1.52790, -0.11288)
N (3.75470, -0.63954, -0.44605)
C (3.94704, 0.54321, 0.10425)
N (4.99051, 1.29173, -0.36710)
S (3.02166, 1.08296, 1.40250)
H (2.58326, -1.48759, 0.89672)
H (1.86827, -1.13264, -0.50767)
H (4.28661, -0.90523, -1.25409)
H (5.26565, 1.14193, -1.32864)
H (4.92995, 2.25920, -0.10142)
C (-0.23398, 1.77536, -2.87208)
C (1.19907, 1.48810, -2.40087)
O (1.27193, 0.65338, -1.32630)
C (1.95119, 0.79425, -3.56053)
F (3.21973, 0.44707, -3.23633)
F (2.03355, 1.56153, -4.67454)
F (1.32234, -0.34109, -3.91407)
C (1.89829, 2.83965, -2.09367)
F (3.22503, 2.69702, -1.85548)
F (1.78523, 3.74347, -3.09609)
F (1.36855, 3.40065, -0.99926)
H (-0.70872, 0.82241, -3.10255)
H (-0.27275, 2.42113, -3.75050)
H (-0.77157, 2.23892, -2.05202)

Properties
- HOMO (alpha / beta): -5.37 / -5.41 eV
- ⟨S²⟩: 0.753
- Total charge: -1
- Multiplicity: 2

=====

Run ii
Density functional theory data (the ωB97M-V functional and the def2-TZVPD basis) for C14H17CuF6N4O5S2 as an isolated structure.

Positions of all 49 atoms, in Å:
Cu (0.69755, -0.03716, -0.42704)
C (5.90017, 6.24023, -0.76781)
C (4.86916, 5.19316, -1.09380)
C (4.95871, 4.45549, -2.27484)
C (4.03135, 3.47461, -2.57247)
C (2.99492, 3.21381, -1.68812)
C (2.89119, 3.92877, -0.51049)
C (3.82440, 4.91978, -0.22183)
S (1.81024, 1.93582, -2.15796)
O (3.25308, -0.12121, -0.29953)
O (1.03891, 2.57964, -3.26169)
N (0.91124, 1.83742, -0.76559)
C (-0.37319, 2.53717, -0.77202)
C (-1.51500, 1.60298, -0.37686)
O (-2.64322, 2.03741, -0.20865)
O (-1.20894, 0.34373, -0.25601)
H (6.05819, 6.91576, -1.61035)
H (6.86212, 5.77919, -0.53231)
H (5.59448, 6.83507, 0.09273)
H (5.77170, 4.65479, -2.96526)
H (4.10577, 2.90420, -3.49080)
H (2.09686, 3.69396, 0.18497)
H (3.73979, 5.48127, 0.70261)
H (-0.60135, 2.93190, -1.76790)
H (-0.38021, 3.38801, -0.08265)
N (-2.27490, -1.75748, -1.74173)
N (-2.06471, -2.24080, -0.44634)
C (-0.80850, -2.48255, -0.02202)
N (-0.70396, -2.83264, 1.27862)
S (0.59577, -2.39940, -0.96886)
H (-2.21198, -0.74351, -1.72802)
H (-3.18789, -2.06268, -2.04245)
H (-2.64787, -1.80739, 0.26140)
H (-1.48432, -2.67286, 1.89944)
H (0.22066, -2.77453, 1.67965)
C (3.03958, 1.51332, 2.02586)
C (2.82778, 0.00467, 2.00882)
O (2.35270, -0.48173, 0.79586)
C (1.73639, -0.36612, 3.03848)
F (1.65028, -1.69430, 3.25188)
F (0.53092, 0.02719, 2.58295)
F (1.89754, 0.21742, 4.23381)
C (4.14888, -0.71595, 2.34560)
F (4.34847, -0.70192, 3.69885)
F (5.22396, -0.13844, 1.81210)
F (4.14699, -1.99606, 1.97040)
H (2.07659, 2.01575, 1.94287)
H (3.62335, 1.74832, 1.13866)
H (3.55766, 1.84011, 2.92617)

Properties
- HOMO (alpha / beta): -4.82 / -4.76 eV
- ⟨S²⟩: 0.753
- Total charge: -1
- Multiplicity: 2

=====

So which one is most stable? That would be run i, about 0.1669 hartree below the next structure.

=====

Run i
Density functional theory data (the ωB97M-V functional and the def2-TZVPD basis) for a 4-piece molecular cluster, H8O4 overall.

Positions of all 12 atoms, in Å:
O (-0.49314, -1.61622, -0.37937)
H (0.28990, -1.58441, 0.19870)
H (-0.17216, -1.89683, -1.19038)
O (-1.40144, 1.00991, -1.47863)
H (-0.68999, 1.29018, -1.95613)
H (-1.32991, 0.02536, -1.40419)
O (0.49843, 1.43771, 0.47730)
H (-0.13806, 0.97263, -0.01961)
H (-0.05832, 2.15465, 0.75263)
O (1.26970, -0.86726, 1.41184)
H (1.41031, -0.89529, 2.35900)
H (0.81467, -0.03043, 1.22884)

Properties
- SMILES string: O.O.O.O
- HOMO: -11.51 eV

=====

Run ii
Density functional theory data (the ωB97M-V functional and the def2-TZVPD basis) for a 4-piece molecular cluster, H8O4 overall.

Positions of all 12 atoms, in Å:
O (2.49819, 0.76174, 1.07670)
H (1.77715, 0.27028, 0.62080)
H (2.41699, 0.52656, 2.00565)
O (0.38420, -0.51047, -0.26620)
H (0.09362, -0.24176, -1.15078)
H (-0.26811, -1.16509, 0.02523)
O (-1.71570, -1.27364, 1.59606)
H (-1.72769, -1.94643, 2.28709)
H (-1.12632, -0.58455, 1.93122)
O (-0.40752, 1.38733, -2.57633)
H (-1.13137, 1.96122, -2.29858)
H (-0.79344, 0.81479, -3.25086)

Properties
- SMILES string: O.O.O.O
- HOMO: -10.48 eV

=====

Run iii
Density functional theory data (the ωB97M-V functional and the def2-TZVPD basis) for a 4-piece molecular cluster, H8O4 overall.

Positions of all 12 atoms, in Å:
O (0.74900, 0.89009, 1.40401)
H (0.97556, 1.84688, 1.34934)
H (1.30317, 0.48331, 0.67256)
O (-1.81252, 0.62876, 0.59952)
H (-0.90346, 0.76985, 0.96518)
H (-2.29381, 0.12177, 1.29651)
O (-0.69706, -0.96075, -1.40452)
H (-1.20334, -0.41765, -0.73747)
H (-1.05380, -0.65881, -2.27769)
O (1.83957, -0.54498, -0.62245)
H (0.96638, -0.75868, -1.00318)
H (2.13031, -1.39979, -0.24180)

Properties
- SMILES string: O.O.O.O
- HOMO: -11.51 eV

=====

So which one is most stable? That would be run iii, about 0.0216 hartree below the next structure.